(1)
C2H2ClO2S | ωB97M-V/def2-TZVPD

energy above the lowest of the compared OMol25 structures with the same formula, charge and spin	58.3	kcal per mole
HOMO energy (spin up / spin down)	-4.60 / -4.60	eV
charge	-1
frontier orbital gap (spin up / spin down)	7.961 / 7.962	eV
total energy	-1086.2308	hartree

```
8
Properties=species:S:1:pos:R:3:forces:R:3:nbo_charge:R:1
C -1.089 0.649 0.634 -0.09 1.66 0.87 -0.660
C -0.128 -0.177 0.362 0.88 -0.89 0.82 0.071
O 2.031 0.230 -1.323 -0.54 -0.02 0.15 -0.985
O 0.150 -0.970 -2.387 0.46 0.52 1.52 -0.991
S 1.063 -0.871 -1.205 0.28 -0.72 -1.26 1.573
Cl 0.731 -1.232 2.304 -0.98 0.86 -1.74 -0.488
H -1.444 0.869 1.634 0.03 -0.50 0.17 0.235
H -1.313 1.504 -0.019 -0.05 -0.90 -0.53 0.246
```
Positions in Å, forces in eV/Å.


(2)
C32H27Cl3F5N4O2STi | ωB97M-V/def2-TZVPD

2S+1	3
energy above the lowest of the compared OMol25 structures with the same formula, charge and spin	15.5	kcal per mole
HOMO energy (spin up / spin down)	-3.14 / -3.85	eV
charge	-1
frontier orbital gap (spin up / spin down)	5.367 / 6.063	eV
<S²>	2.02
total energy	-4732.7519	hartree

```
75
Properties=species:S:1:pos:R:3:forces:R:3:lowdin_spin:R:1
Ti 0.687 0.018 -0.664 0.28 0.50 0.44 1.475
C 2.757 -0.074 2.124 -0.02 0.05 0.04 0.002
N 2.308 -0.908 0.988 -0.01 -0.09 -0.14 0.011
C 3.502 -1.181 0.162 -0.04 0.04 0.12 0.015
C 3.137 -1.650 -1.208 -0.13 0.25 0.00 0.084
C 3.728 -2.717 -1.843 0.13 -0.02 -0.05 0.000
C 3.417 -2.984 -3.175 -0.05 0.10 0.01 0.118
C 2.556 -2.104 -3.827 0.14 -0.02 -0.02 0.004
C 1.984 -1.064 -3.129 -0.06 0.06 0.20 0.096
N 2.187 -0.873 -1.799 0.12 -0.60 -0.37 0.039
C 1.689 -2.182 1.384 0.02 0.01 0.01 0.007
C 0.218 -2.038 1.651 -0.03 0.03 -0.01 0.012
C -0.454 -2.798 2.594 0.01 -0.05 -0.04 -0.001
C -1.807 -2.577 2.780 0.00 0.00 0.00 0.011
C -2.448 -1.619 2.009 -0.03 -0.01 -0.06 -0.001
C -1.718 -0.943 1.047 -0.03 -0.02 0.00 0.011
N -0.405 -1.147 0.883 -0.10 -0.02 0.12 0.008
C 1.707 0.622 2.957 0.02 -0.01 0.01 0.001
C 1.756 2.001 3.124 -0.06 0.01 -0.13 0.001
C 0.840 2.602 3.972 -0.06 -0.01 -0.04 0.000
C -0.109 1.814 4.601 0.00 0.01 -0.01 0.000
C -0.080 0.448 4.370 0.00 -0.02 -0.01 0.000
N 0.819 -0.140 3.590 0.07 -0.10 0.11 0.001
H 3.373 -0.683 2.805 -0.03 -0.07 -0.06 0.000
H 3.397 0.694 1.696 -0.03 0.03 0.05 0.000
H 4.016 -0.224 0.045 0.04 -0.04 -0.01 0.004
H 4.188 -1.879 0.663 -0.01 -0.03 -0.02 0.000
H 4.446 -3.321 -1.301 -0.02 -0.01 0.00 -0.003
H 3.855 -3.828 -3.689 0.01 0.00 -0.01 0.009
H 2.316 -2.226 -4.874 0.00 -0.01 -0.01 -0.002
H 1.301 -0.369 -3.597 -0.06 -0.08 0.03 0.004
H 1.804 -2.863 0.533 -0.01 -0.02 0.03 0.002
H 2.199 -2.633 2.245 0.00 0.05 0.01 0.000
H 0.090 -3.513 3.197 0.00 0.00 0.00 0.000
H -2.353 -3.139 3.528 0.00 0.00 -0.01 0.001
H -3.499 -1.395 2.121 0.01 0.02 0.01 0.000
H -2.194 -0.219 0.394 0.01 0.03 0.07 0.001
H 2.467 2.589 2.562 -0.01 0.01 0.00 0.000
H 0.842 3.675 4.107 0.02 0.03 0.01 0.000
H -0.862 2.245 5.247 -0.01 0.00 -0.01 0.000
H -0.808 -0.209 4.836 0.00 0.01 0.00 0.000
F -0.837 6.397 2.775 -0.01 -0.02 -0.01 0.000
C -1.510 5.342 2.272 0.04 0.01 0.02 0.000
C -0.838 4.293 1.679 0.02 0.04 -0.09 0.000
F 0.502 4.359 1.562 -0.01 -0.03 0.04 0.000
C -1.531 3.208 1.172 0.23 0.15 0.00 0.000
F -0.745 2.231 0.652 -0.36 -0.09 -0.04 0.005
C -2.932 3.123 1.154 0.02 -0.08 0.03 0.000
S -3.829 1.845 0.425 0.06 -0.10 0.05 0.000
C -3.565 4.216 1.777 0.01 0.02 0.02 0.000
F -4.905 4.251 1.854 0.02 0.00 0.00 0.000
C -2.890 5.287 2.325 -0.05 -0.01 0.00 0.000
F -3.566 6.298 2.904 0.01 -0.02 -0.01 0.000
C -3.744 -1.260 -3.737 0.00 -0.01 -0.01 0.001
C -2.581 -2.218 -3.442 -0.04 0.04 0.04 0.005
C -1.935 -2.663 -4.760 0.00 0.00 0.00 0.002
C -3.113 -3.447 -2.694 -0.01 0.00 -0.01 0.002
C -1.587 -1.525 -2.608 0.06 -0.07 -0.05 0.027
C -0.762 -0.947 -1.921 -0.13 0.06 -0.07 0.002
H -4.489 -1.749 -4.373 -0.01 0.00 0.01 0.000
H -3.381 -0.365 -4.243 0.00 0.00 -0.02 0.000
H -4.222 -0.942 -2.810 0.00 0.00 0.00 0.000
H -2.667 -3.175 -5.392 0.00 -0.01 0.00 0.000
H -1.102 -3.343 -4.566 0.00 0.00 0.00 0.000
H -1.548 -1.800 -5.303 0.00 0.00 -0.01 0.000
H -3.872 -3.960 -3.294 0.00 0.00 0.00 0.000
H -3.560 -3.149 -1.746 0.00 0.00 0.00 0.000
H -2.302 -4.147 -2.483 0.00 0.00 0.01 0.000
Cl 1.741 4.575 -2.546 0.01 -0.01 -0.01 0.001
C 2.701 3.397 -1.655 -0.02 0.09 0.09 0.001
Cl 3.881 2.622 -2.745 0.02 -0.01 -0.01 0.003
Cl 3.566 4.207 -0.342 0.00 -0.01 -0.03 0.000
C 1.803 2.253 -1.118 -0.15 -0.03 0.02 0.018
O 0.921 1.811 -1.884 0.11 0.05 -0.17 0.006
O 2.052 1.768 0.001 0.09 0.01 -0.03 0.014
```
Positions in Å, forces in eV/Å.